# 1
The following is a quantum chemistry calculation of a single C5H12OS molecule in a non-equilibrium geometry, from the OMol25 dataset.

Last column: Mulliken charge in e.
Element x y z (Å)
S1 1.412 -2.470 -0.976  -0.097
O1 -1.720 2.690 0.941  -0.517
C1 0.207 -0.191 0.132  -0.594
C2 -0.684 1.866 1.522  -0.599
C3 0.388 1.343 0.483  -0.425
C4 -0.261 -2.747 -1.225  -0.806
C5 1.317 -0.648 -0.815  -0.661
H1 -1.038 -2.631 -0.451  0.294
H2 -1.223 3.502 0.679  0.296
H3 1.349 1.592 0.964  0.363
H4 -0.392 -3.817 -1.568  0.299
H5 -0.783 -2.247 -2.173  0.277
H6 -0.891 -0.388 -0.050  0.269
H7 1.078 -0.394 -1.897  0.268
H8 0.219 1.890 -0.504  0.288
H9 2.141 -0.110 -0.457  0.444
H10 -0.158 2.527 2.149  0.342
H11 0.393 -1.103 0.922  0.288
H12 -1.352 1.336 2.324  0.269

Output
- Molar mass: 120.22 g mol⁻¹
- ΔE to the lowest compared entry with this formula, charge and spin: 2.594 eV
- Highest occupied orbital energy: -0.31515 Eh
- Lowest unoccupied orbital energy: 0.9 eV
- Orbital gap: 9.47 eV
- SMILES: CSCCCCO


# 2
The following is a quantum chemistry calculation of a single C5H12OS molecule in a non-equilibrium geometry, from the OMol25 dataset.

Last column: Mulliken charge in e.
Element x y z (Å)
S1 -1.477 -0.456 1.899  -0.136
O1 0.774 2.748 -1.820  -0.494
C1 0.976 1.427 -2.446  -0.421
C2 0.300 0.098 -0.294  -0.634
C3 -0.494 -1.101 0.435  -0.739
C4 -0.753 -1.175 3.374  -0.820
C5 0.092 0.213 -1.833  -0.739
H1 0.162 -0.679 -2.411  0.466
H2 -1.071 0.321 -2.016  0.281
H3 -1.053 -1.734 -0.278  0.440
H4 -0.050 0.963 0.353  0.426
H5 1.370 0.148 -0.079  0.339
H6 0.272 2.332 -1.105  0.310
H7 2.067 1.323 -2.283  0.276
H8 0.623 1.434 -3.488  0.270
H9 0.283 -1.377 3.290  0.302
H10 -0.954 -0.494 4.169  0.325
H11 0.217 -1.862 0.899  0.295
H12 -1.283 -2.128 3.634  0.253

Output
- Molar mass: 120.22 g mol⁻¹
- ΔE to the lowest compared entry with this formula, charge and spin: 2.000 eV
- Highest occupied orbital energy: -0.31928 Eh
- Lowest unoccupied orbital energy: 1.0 eV
- Orbital gap: 9.67 eV
- SMILES: CSCCCCO


# 3
The following is a quantum chemistry calculation of 2 unconnected molecules or ions with the total composition C5H12OS2, from the OMol25 dataset.

Last column: Mulliken charge in e.
Element x y z (Å)
S1 0.643 0.328 1.656  -0.078
S2 0.595 -1.307 2.875  -0.104
O1 -0.903 0.457 -4.520  -0.511
C1 -0.221 0.841 -2.285  0.036
C2 -1.150 1.274 -3.372  -0.369
C3 0.721 1.630 -1.776  -0.888
C4 -1.119 0.614 1.280  -0.795
C5 0.492 -2.669 1.683  -0.728
H1 0.912 2.581 -2.263  0.200
H2 -1.004 2.335 -3.585  0.332
H3 1.384 -2.750 1.068  0.287
H4 -1.523 -0.234 0.734  0.229
H5 1.411 1.288 -1.020  0.328
H6 -0.411 -2.553 1.087  0.229
H7 -0.401 -0.141 -1.861  0.355
H8 0.387 -3.594 2.252  0.293
H9 -1.640 0.757 2.221  0.392
H10 -1.407 0.823 -5.255  0.292
H11 -2.176 1.100 -3.024  0.226
H12 -1.139 1.512 0.669  0.275

Output
- Molar mass: 152.28 g mol⁻¹
- ΔE to the lowest compared entry with this formula, charge and spin: 1.115 eV
- Highest occupied orbital energy: -0.32508 Eh
- Lowest unoccupied orbital energy: 0.8 eV
- Orbital gap: 9.69 eV
- SMILES: C=CCO.CSSC